[1]
DFT (ωB97M-V/def2-TZVPD) results for H12LiO6 as an isolated structure.

Properties
* HOMO-LUMO gap: 10.7 eV
* largest force on an atom: 13.3 eV/A
* E_HOMO: -0.520 Eh
* energy relative to the best compared isomer or geometry (same formula, charge and spin): 65.1 kcal per mole
* net charge: +1
* multiplicity: 1

Positions of all 19 atoms, in Å:
Li1 -1.71 -40.05 -13.19
O1 -3.12 -37.75 -10.94
H1 -2.54 -38.71 -11.06
H2 -3.50 -37.87 -10.21
O2 -1.91 -40.42 -11.02
H3 -2.44 -40.76 -10.35
H4 -1.09 -40.59 -10.64
O3 -3.62 -40.80 -13.28
H5 -4.03 -40.01 -13.26
H6 -3.79 -41.51 -12.65
O4 -1.97 -39.43 -15.22
H7 -1.89 -38.83 -15.80
H8 -2.64 -40.07 -15.66
O5 -0.64 -38.37 -12.72
H9 0.02 -37.96 -13.34
H10 -0.16 -38.33 -11.89
O6 -0.48 -41.67 -13.49
H11 -0.08 -42.44 -13.02
H12 -0.65 -42.24 -14.33

[2]
DFT (ωB97M-V/def2-TZVPD) results for C19H43GdOP3SSe as an isolated structure.

Properties
* HOMO-LUMO gap (spin up / spin down): 3.6 / 2.4 eV
* largest force on an atom: 3.4 eV/A
* <S²>: 16.05
* E_HOMO (spin up / spin down): -0.532 / -0.531 Eh
* energy relative to the best compared isomer or geometry (same formula, charge and spin): 11.3 kcal per mole
* net charge: +3
* multiplicity: 8

Positions of all 69 atoms, in Å:
Gd1 -0.22 -0.35 0.57
P1 0.62 -2.46 2.35
P2 1.51 1.55 1.71
P3 2.08 -1.18 -0.80
H1 -2.11 0.09 -1.48
C1 -1.31 -0.65 -1.62
C2 -1.40 -1.90 -1.03
H2 -2.30 -2.20 -0.49
C3 -0.63 -2.89 3.62
C4 2.13 -2.32 3.38
C5 0.85 -4.08 1.51
C6 1.22 3.00 0.62
C7 0.85 2.09 3.33
C8 3.31 1.36 1.93
C9 1.76 -2.43 -2.08
C10 3.63 -1.78 -0.05
C11 2.57 0.28 -1.79
H3 -0.61 -0.40 -2.42
H4 -0.77 -2.74 -1.32
H5 -1.61 -3.05 3.16
H6 -0.71 -2.07 4.35
H7 -0.31 -3.80 4.14
H8 2.03 -1.44 4.04
H9 3.02 -2.19 2.75
H10 2.25 -3.22 3.99
H11 -0.07 -4.32 0.96
H12 1.04 -4.85 2.27
H13 1.69 -4.04 0.81
H14 1.71 3.90 1.02
H15 0.14 3.19 0.55
H16 1.59 2.80 -0.39
H17 1.41 2.96 3.71
H18 0.96 1.26 4.05
H19 -0.21 2.34 3.25
H20 3.76 2.26 2.38
H21 3.79 1.17 0.96
H22 3.50 0.50 2.58
H23 2.66 -2.50 -2.70
H24 0.90 -2.13 -2.69
H25 1.54 -3.40 -1.61
H26 4.37 -1.84 -0.85
H27 3.47 -2.77 0.39
H28 3.97 -1.09 0.73
H29 3.30 -0.09 -2.53
H30 3.02 1.06 -1.17
H31 1.70 0.71 -2.31
C12 -1.42 3.36 -4.19
C13 -2.08 2.13 -4.08
C14 -2.86 1.65 -5.15
C15 -3.00 2.42 -6.31
C16 -2.37 3.66 -6.42
C17 -1.58 4.14 -5.36
Se1 -0.31 3.96 -2.76
H32 -0.63 2.80 -1.86
H33 -1.98 1.54 -3.18
H34 -3.34 0.68 -5.06
H35 -3.62 2.04 -7.14
H36 -2.49 4.26 -7.32
H37 -1.09 5.10 -5.44
C18 -3.34 0.87 3.80
S1 -2.37 -0.09 2.60
C19 -3.60 -1.08 1.74
O1 -1.91 0.90 1.47
H38 -4.21 1.36 3.32
H39 -3.68 0.15 4.56
H40 -2.70 1.63 4.27
H41 -4.55 -1.02 2.28
H42 -3.69 -0.67 0.72
H43 -3.24 -2.13 1.71

[3]
DFT (ωB97M-V/def2-TZVPD) results for a 2-piece molecular cluster, C4H14NO3 overall.

Properties
* HOMO-LUMO gap: 10.8 eV
* largest force on an atom: 3.5 eV/A
* E_HOMO: -0.515 Eh
* energy relative to the best compared isomer or geometry (same formula, charge and spin): 56.7 kcal per mole
* net charge: +1
* multiplicity: 1

Positions of all 22 atoms, in Å:
C1 0.23 1.23 -0.08
O1 -0.40 2.31 -0.69
C2 -0.47 -0.09 -0.51
C3 0.21 -1.09 0.44
C4 1.41 -1.67 -0.43
O2 0.61 -2.25 -1.50
N1 -1.95 -0.07 -0.37
H1 0.14 1.65 0.95
H2 1.26 1.16 -0.47
H3 -0.09 2.43 -1.59
H4 -0.20 -0.21 -1.55
H5 -0.30 -1.96 0.87
H6 0.77 -0.64 1.21
H7 1.82 -2.47 0.17
H8 2.16 -1.03 -0.90
H9 0.99 -2.93 -2.02
H10 -2.43 -0.11 -1.26
H11 -2.22 -0.87 0.24
H12 -2.29 0.79 0.21
H13 0.35 0.79 3.39
H14 1.08 1.99 2.77
O3 0.33 1.41 2.70

[4]
DFT (ωB97M-V/def2-TZVPD) results for CH3F2N2P as an isolated structure.

Properties
* HOMO-LUMO gap (spin up / spin down): 9.2 / 9.2 eV
* largest force on an atom: 4.7 eV/A
* E_HOMO (spin up / spin down): -0.354 / -0.354 Eh
* energy relative to the best compared isomer or geometry (same formula, charge and spin): 47.1 kcal per mole
* multiplicity: 1

Positions of all 9 atoms, in Å:
C1 -1.25 0.26 0.52
N1 -1.93 0.73 -0.42
N2 1.76 -1.39 -0.33
F1 1.32 0.97 -1.31
F2 2.01 1.15 0.75
P1 1.09 0.00 -0.07
H1 -1.30 -0.26 1.43
H2 -2.90 0.74 -0.37
H3 1.21 -2.19 -0.20

[5]
DFT (ωB97M-V/def2-TZVPD) results for a 5-piece molecular cluster, C19H25N5O2 overall.

Properties
* HOMO-LUMO gap: 9.8 eV
* largest force on an atom: 1.8 eV/A
* E_HOMO: -0.343 Eh
* energy relative to the best compared isomer or geometry (same formula, charge and spin): 47.5 kcal per mole
* SMILES string: c1ccncc1.c1ccncc1.c1ccncc1.CC(N)=O.CC(N)=O
* multiplicity: 1

Positions of all 51 atoms, in Å:
C1 -2.53 -2.52 -5.14
C2 -2.57 -3.19 -6.36
C3 -1.99 -2.57 -7.46
N1 -1.25 -1.48 -7.39
C4 -1.18 -0.87 -6.20
C5 -1.83 -1.33 -5.05
H1 -3.07 -2.84 -4.26
H2 -3.13 -4.10 -6.50
H3 -2.12 -3.10 -8.40
H4 -0.44 -0.08 -6.14
H5 -1.74 -0.81 -4.11
C6 0.57 1.97 -0.36
C7 0.30 0.80 0.32
C8 -0.04 -0.33 -0.42
N2 -0.17 -0.33 -1.75
C9 0.06 0.81 -2.41
C10 0.48 1.95 -1.74
H6 0.79 2.86 0.22
H7 0.26 0.71 1.40
H8 -0.13 -1.32 0.02
H9 0.03 0.84 -3.49
H10 0.71 2.83 -2.33
C11 1.21 5.07 4.84
C12 1.65 5.44 3.57
C13 1.64 4.52 2.54
N3 1.18 3.27 2.72
C14 0.78 2.93 3.93
C15 0.73 3.79 5.04
H11 1.25 5.83 5.61
H12 1.97 6.46 3.40
H13 2.03 4.75 1.56
H14 0.43 1.91 4.03
H15 0.36 3.42 5.98
C16 -2.79 -1.55 1.56
C17 -2.42 -0.73 2.77
N4 -1.12 -0.79 3.12
O1 -3.24 -0.07 3.39
H16 -3.34 -1.02 0.79
H17 -3.51 -2.29 1.96
H18 -2.04 -2.22 1.14
H19 -0.79 -0.21 3.87
H20 -0.44 -1.30 2.58
C18 3.62 -2.46 2.16
C19 2.26 -2.67 1.58
N5 2.18 -3.39 0.43
O2 1.27 -2.12 2.06
H21 4.45 -2.67 1.49
H22 3.64 -3.19 2.99
H23 3.73 -1.48 2.60
H24 1.32 -3.40 -0.10
H25 3.00 -3.69 -0.06

[6]
DFT (ωB97M-V/def2-TZVPD) results for an isolated ion of composition C48H53N6 and charge +1.

Properties
* HOMO-LUMO gap: 6.8 eV
* largest force on an atom: 2.7 eV/A
* E_HOMO: -0.331 Eh
* net charge: +1
* multiplicity: 1

Positions of all 107 atoms, in Å:
C1 -6.20 2.43 1.88
C2 -6.33 1.18 2.74
N1 -5.18 0.31 2.65
C3 -5.39 -1.05 3.13
C4 -4.28 -2.00 2.71
C5 -2.93 -1.44 3.12
C6 -2.78 -0.05 2.61
C7 -3.92 0.78 2.39
C8 -3.70 2.11 1.92
C9 -2.48 2.43 1.35
C10 -1.42 1.51 1.37
C11 -0.18 1.65 0.48
C12 1.16 1.36 1.25
C13 2.09 2.36 1.60
C14 3.37 2.05 2.13
C15 3.71 0.68 2.25
N2 4.99 0.27 2.54
C16 6.09 1.21 2.48
C17 5.68 2.51 3.15
C18 4.40 3.07 2.50
C19 5.35 -1.10 2.26
C20 4.29 -2.09 2.75
C21 2.96 -1.75 2.11
C22 2.71 -0.30 2.04
C23 1.45 0.05 1.56
C24 -1.52 0.44 2.26
C25 -4.83 3.08 1.98
H1 -6.38 2.17 0.83
H2 -6.97 3.14 2.17
H3 -6.47 1.49 3.79
H4 -7.22 0.60 2.45
H5 -5.43 -1.03 4.24
H6 -6.37 -1.40 2.77
H7 -4.45 -2.99 3.16
H8 -4.30 -2.13 1.62
H9 -2.82 -1.43 4.21
H10 -2.12 -2.06 2.73
H11 -2.32 3.45 0.96
H12 -0.14 2.66 0.07
H13 1.75 3.39 1.47
H14 6.96 0.75 2.98
H15 6.42 1.41 1.44
H16 5.56 2.34 4.22
H17 6.49 3.23 3.04
H18 4.70 3.61 1.60
H19 3.96 3.80 3.18
H20 5.49 -1.25 1.17
H21 6.31 -1.32 2.74
H22 4.56 -3.11 2.45
H23 4.19 -2.07 3.84
H24 2.94 -2.12 1.07
H25 2.13 -2.23 2.63
H26 0.72 -0.77 1.41
H27 -0.63 -0.01 2.71
H28 -4.70 3.81 1.17
H29 -4.77 3.66 2.91
C26 -1.07 5.18 -5.43
C27 0.26 5.48 -5.11
C28 1.14 4.47 -4.73
C29 0.69 3.15 -4.63
C30 1.69 2.10 -4.21
N3 1.11 0.77 -4.08
C31 1.62 -0.19 -5.02
C32 0.73 -1.39 -5.19
N4 0.18 -1.81 -3.93
C33 -0.38 -3.14 -4.01
C34 -1.29 -3.45 -2.84
N5 -0.95 -2.75 -1.63
C35 -1.46 -3.40 -0.41
C36 -0.38 -3.88 0.52
C37 -0.73 -4.16 1.85
C38 0.22 -4.62 2.75
C39 1.52 -4.91 2.32
C40 1.87 -4.69 0.97
C41 0.91 -4.17 0.08
C42 -0.60 -1.42 -1.66
C43 -0.70 -0.54 -0.58
N6 -0.29 0.76 -0.68
C44 0.22 1.22 -1.86
C45 0.45 0.38 -2.94
C46 -0.02 -0.97 -2.88
C47 -0.64 2.84 -4.95
C48 -1.52 3.85 -5.34
H30 -1.76 5.97 -5.73
H31 0.62 6.51 -5.18
H32 2.18 4.68 -4.49
H33 2.48 2.03 -4.98
H34 2.21 2.40 -3.29
H35 1.72 0.33 -5.98
H36 2.64 -0.51 -4.74
H37 -0.09 -1.15 -5.89
H38 1.32 -2.22 -5.59
H39 -0.96 -3.22 -4.94
H40 0.46 -3.87 -4.05
H41 -2.32 -3.23 -3.14
H42 -1.23 -4.52 -2.62
H43 -2.19 -2.74 0.09
H44 -2.05 -4.27 -0.75
H45 -1.78 -4.04 2.15
H46 -0.06 -4.79 3.80
H47 2.26 -5.31 3.01
H48 2.87 -4.93 0.62
H49 1.19 -4.02 -0.96
H50 -1.20 -0.83 0.34
H51 0.41 2.29 -1.88
H52 -0.98 1.81 -4.90
H53 -2.55 3.60 -5.57